# 1
The following is a quantum chemistry calculation of the molecule C5H13NO in a non-equilibrium geometry, from the OMol25 dataset.

Energy in eV: -8931.619
Relative energy (zero: lowest compared OMol25 entry of this formula, charge and spin) in kcal per mole: 55.2
LUMO energy in eV: 1.022
Strongest force on any atom in Eh/bohr: 0.0886
SMILES string: C[C@H](N)CCCO

Each line ends with the natural charge from an NBO analysis.
Geometry (Å):
C: 0.513 -1.304 1.815  -0.62
C: -0.369 -1.180 0.612  -0.02
N: -0.709 -2.549 0.109  -0.88
C: 0.260 -0.348 -0.593  -0.42
C: -0.385 1.054 -0.471  -0.43
C: 0.464 2.074 -1.144  -0.08
O: 0.139 3.440 -0.826  -0.76
H: 1.509 -1.408 1.297  0.19
H: 0.553 -0.455 2.388  0.21
H: 0.354 -2.282 2.308  0.24
H: -1.365 -0.758 0.993  0.19
H: -1.618 -2.700 -0.232  0.37
H: 0.008 -3.013 -0.371  0.36
H: -0.015 -0.849 -1.524  0.21
H: 1.350 -0.276 -0.595  0.21
H: -1.427 1.127 -0.753  0.22
H: -0.361 1.468 0.631  0.19
H: 0.209 2.143 -2.237  0.16
H: 1.558 2.229 -1.132  0.20
H: -0.669 3.588 -0.273  0.46

# 2
The following is a quantum chemistry calculation of a cluster of 2 separate species, C3H5ClFNO3 in total in a non-equilibrium geometry, from the OMol25 dataset.

Energy in eV: -26058.248
Relative energy (zero: lowest compared OMol25 entry of this formula, charge and spin) in kcal per mole: 62.0
LUMO energy (spin up / spin down) in eV: -2.969 / -2.966
Strongest force on any atom in Eh/bohr: 0.1338

Each line ends with the natural charge from an NBO analysis.
Geometry (Å):
C: -1.644 -0.507 0.167  -0.62
C: -0.571 0.531 0.073  -0.05
C: 0.654 -0.123 -0.452  0.78
N: 1.472 -1.263 0.187  0.47
O: 1.282 -1.562 1.328  -0.32
O: 2.227 -1.787 -0.563  -0.30
O: -0.652 1.785 -0.597  -0.71
F: 0.793 -0.136 -1.730  -0.24
Cl: 2.375 1.735 0.510  -0.51
H: -1.824 -0.882 -0.928  0.22
H: -2.472 0.236 0.488  0.26
H: -1.412 -1.236 0.843  0.24
H: -0.371 0.847 1.149  0.25
H: 0.144 2.359 -0.475  0.52

Look up the strongest force on any atom of the first one. 0.0886 Eh/bohr

Which of these has the lowest strongest force on any atom? C5H13NO

Which of these has the highest strongest force on any atom? C3H5ClFNO3